Density functional theory data (ωB97M-V with the def2-TZVPD basis set) for C2H7ClN2 in the gas phase.

The geometry in XYZ format:
```
12
Properties=species:S:1:pos:R:3:lowdin_charge:R:1
C 0.1132 -1.9355 0.0926 -0.086
C 0.1033 1.8197 -0.5289 -0.148
N -0.3243 -0.5706 -0.3036 -0.161
N 0.4778 0.5633 0.1943 -0.488
Cl 0.0459 0.8470 1.9379 0.501
H 1.1057 -2.1427 -0.0907 0.053
H 0.1687 -1.9201 1.1482 0.045
H -0.4881 -2.5772 -0.3891 0.043
H 0.8845 2.2151 -1.2603 0.108
H -0.8218 1.6896 -0.9372 0.032
H 0.0674 2.4753 0.2899 0.000
H -1.3321 -0.4639 -0.1530 0.100
```

Values from the calculation:
Energy   -649.9916 hartree
SMILES   CNN(C)Cl
2S+1   1
ΔE to the lowest compared entry with this formula, charge and spin   29.43 kcal/mol
Gap between HOMO and LUMO   10.2 eV